Entry 1:
83
Properties=species:S:1:pos:R:3 method="wB97M-V/def2-TZVPD" homo_energy_ha="-0.1482 / -0.2353" total_energy_ha=-3897.51066 orbital_gap_ha="0.163 / 0.247" spin_multiplicity=2 e_lumo_ev="0.4 / 0.3" charge=0
P -0.2180 -1.4551 -5.8997
P 0.1877 1.9444 -5.5833
C -0.4273 -0.2986 -7.3359
C 0.3813 1.0068 -7.2104
H -1.5070 -0.1275 -7.4795
H -0.0786 -0.8834 -8.1988
H 1.4634 0.8337 -7.3527
H 0.0615 1.7227 -7.9841
C -1.4740 2.6272 -5.8860
H -1.7210 3.3270 -5.0797
H -2.2196 1.8250 -5.9211
H -1.4557 3.1640 -6.8436
C 1.1685 3.4572 -5.8788
H 0.7841 3.9927 -6.7596
H 2.2184 3.1734 -6.0311
H 1.0773 4.1003 -4.9918
C -1.1359 -2.9856 -6.2518
H -0.9774 -3.6798 -5.4160
H -0.7437 -3.4372 -7.1736
H -2.2034 -2.7655 -6.3444
C 1.4206 -2.1331 -6.3577
H 2.1763 -1.3465 -6.4217
H 1.2979 -2.6174 -7.3360
H 1.7338 -2.8790 -5.6208
Cu -0.2651 1.9048 -0.3838
C 0.5368 1.5597 -2.4180
C -0.8251 1.4538 -2.6820
C -1.5451 0.3660 -3.4142
C -1.6955 -1.0415 -2.7664
C -0.6893 -2.0610 -3.2951
C 0.6706 -1.8615 -3.3427
C 1.3057 -0.5225 -3.6280
C 1.5644 0.4290 -2.4183
C -0.0100 -0.0891 0.7614
H 0.9830 2.5663 -2.5130
H -1.4069 2.3953 -2.6052
H -1.0995 0.1966 -4.4124
H -2.5385 0.7612 -3.6633
H -1.6501 -0.9651 -1.6542
H -2.7341 -1.3950 -3.0074
H -1.0764 -3.0876 -3.3834
H 1.3655 -2.6355 -2.9867
H 0.6527 0.0648 -4.3145
H 2.2289 -0.6442 -4.2283
H 1.6043 -0.1482 -1.4701
H 2.5920 0.8444 -2.5410
H 0.7638 -0.7438 1.1809
H 0.2010 -0.0346 -0.3169
H -0.9720 -0.5887 0.9029
C -0.5550 5.8759 1.9218
C 0.5021 5.3218 1.1950
C 0.6535 3.9314 1.1031
C -0.2968 3.0770 1.7182
C -1.3244 3.6631 2.5004
C -1.4523 5.0471 2.5942
Si 0.0315 1.2636 2.0487
C 1.7267 1.2336 2.8540
C 2.8446 0.7563 2.1519
C 4.1076 0.7258 2.7595
C 4.2782 1.2216 4.0523
C 3.1799 1.7437 4.7380
C 1.9078 1.7477 4.1443
C -1.3626 0.6938 3.1880
C -1.1377 0.1215 4.4426
C -2.2042 -0.4549 5.1532
C -3.4895 -0.4743 4.6189
C -3.7198 0.0864 3.3655
C -2.6704 0.6851 2.6638
H -0.6841 6.9558 1.9744
H 1.2256 5.9742 0.7024
H 1.5125 3.4982 0.5761
H -1.9950 3.0247 3.0753
H -2.2529 5.4589 3.2129
H 2.7300 0.4136 1.1212
H 4.9531 0.3126 2.2103
H 5.2643 1.1956 4.5181
H 3.3105 2.1485 5.7412
H 1.0666 2.1716 4.6968
H -0.1279 0.1034 4.8535
H -2.0088 -0.9126 6.1216
H -4.3048 -0.9467 5.1642
H -4.7126 0.0471 2.9146
H -2.8724 1.1423 1.6880

Entry 2:
95
Properties=species:S:1:pos:R:3 method="wB97M-V/def2-TZVPD" homo_energy_ha="-0.2727 / -0.3177" total_energy_ha=-3955.95166 orbital_gap_ha="0.290 / 0.267" spin_multiplicity=5 e_lumo_ev="0.5 / -1.4" charge=0
Rh -0.2327 -0.2181 -1.3168
C 2.5458 -3.2910 -2.0950
Si 2.8493 -1.4213 -2.2535
C 4.7265 -1.4178 -2.1196
C 2.1975 -0.8604 -3.8699
N 1.9515 -0.6021 -1.0280
P 1.7714 -0.5981 0.5797
C 0.2446 0.0846 0.8825
P -0.5629 1.6111 0.6876
N -0.7674 1.9679 -0.8558
Si -2.0517 2.9724 -1.6001
C -3.7676 2.3315 -1.2974
C -1.6035 3.2065 -3.3387
C -1.9852 4.6076 -0.7080
C 0.4108 2.8885 1.5502
C 1.4130 3.5462 0.8540
C 2.2404 4.5193 1.3600
C 2.0064 4.8983 2.7019
C 1.0673 4.1982 3.4837
C 0.3102 3.1705 2.9286
C -2.0414 1.3858 1.7033
C -2.4582 0.0532 1.8498
C -3.7169 -0.1977 2.3332
C -4.5058 0.8610 2.7536
C -4.0495 2.1731 2.7378
C -2.7593 2.4478 2.2545
C 3.1427 0.3723 1.2519
C 3.2621 0.4166 2.6386
C 4.1338 1.2151 3.2658
C 4.8356 2.0955 2.4803
C 4.7235 2.1805 1.1437
C 3.8838 1.2894 0.4823
C 1.8573 -2.1920 1.3455
C 0.6685 -2.8449 1.6822
C 0.7760 -4.0801 2.2853
C 1.9551 -4.6765 2.7062
C 3.0962 -4.0891 2.2349
C 3.0178 -2.8690 1.5550
H 3.2180 -3.8277 -1.4447
H 2.7557 -3.6627 -3.1029
H 1.4926 -3.5256 -1.8358
H 5.0838 -2.2073 -2.8164
H 5.0582 -1.7067 -1.0843
H 5.2382 -0.4657 -2.4132
H 2.9337 -1.1289 -4.6925
H 1.9989 0.2134 -3.8718
H 1.2421 -1.3662 -3.9885
H -3.7873 1.4331 -1.8301
H -4.3663 3.0271 -1.9168
H -4.0521 2.4559 -0.2347
H -0.7485 3.8727 -3.3050
H -2.4054 3.8139 -3.8677
H -1.3097 2.3112 -3.8615
H -2.1660 4.7767 0.3338
H -2.6641 5.3382 -1.2256
H -0.9819 5.0250 -0.7383
H 1.5544 3.1975 -0.1828
H 2.9592 4.9182 0.6452
H 2.5526 5.7660 3.0580
H 0.9762 4.3796 4.5940
H -0.3230 2.6213 3.5755
H -1.8303 -0.8020 1.5681
H -3.9840 -1.2524 2.2830
H -5.4917 0.5816 3.1335
H -4.6304 2.9748 3.0907
H -2.4725 3.4731 2.2319
H 2.5604 -0.3253 3.1317
H 4.2951 1.1651 4.3002
H 5.6395 2.6159 2.9744
H 5.3698 2.9873 0.6617
H 3.8470 1.3702 -0.6074
H -0.2851 -2.5019 1.5559
H -0.1056 -4.5316 2.5535
H 1.9095 -5.5879 3.2574
H 4.0018 -4.5394 2.4019
H 3.9423 -2.4934 1.2553
N -3.9774 -1.8769 -0.9018
C -3.2777 -2.8710 -1.8093
C -4.2177 -4.0046 -2.1753
P -2.8010 -1.6832 -3.2230
O -1.7259 -2.4277 -4.1572
O -4.0004 -1.3009 -4.0264
O -2.1189 -0.6042 -2.3936
P -1.7864 -3.2593 -0.7427
O -1.4969 -4.8672 -0.7965
O -2.3727 -3.0994 0.6492
O -0.6057 -2.5129 -1.2398
H -4.9248 -1.7428 -1.1154
H -3.5587 -0.9837 -1.1214
H -3.7876 -2.1980 0.1265
H -5.1638 -3.5541 -2.4295
H -4.3243 -4.6399 -1.2971
H -3.9075 -4.5814 -3.0066
H -0.8280 -2.2148 -3.8805
H -0.7340 -5.1059 -1.2942

Entry 3:
90
Properties=species:S:1:pos:R:3 method="wB97M-V/def2-TZVPD" homo_energy_ha="-0.4483 / -0.4483" total_energy_ha=-2442.71723 orbital_gap_ha="0.168 / 0.102" spin_multiplicity=4 e_lumo_ev="-7.6 / -9.4" charge=+2
Tc 0.7295 -0.7342 0.6108
C -1.7546 2.0050 1.9008
C -1.7806 1.9416 0.5658
C -0.8976 2.7405 -0.3455
C 0.6204 2.5054 -0.5938
C 1.3167 1.4522 0.2503
C 1.1886 1.5170 1.6828
C 0.6588 2.7386 2.3483
C -0.8705 2.9589 2.5984
C 2.0852 -1.9719 1.5762
H -2.2998 1.2823 2.5040
H -2.4598 1.1787 0.1697
H -0.9687 3.7954 -0.0407
H -1.3921 2.7404 -1.3170
H 0.8603 2.3907 -1.6670
H 1.0978 3.4780 -0.3865
H 2.3579 1.3896 -0.0995
H 2.0288 1.0382 2.2156
H 0.9884 3.6160 1.7823
H 1.2095 2.8131 3.2949
H -1.0455 3.0077 3.6837
H -1.1372 3.9497 2.1863
H 2.6184 -1.6267 2.4941
H 2.8533 -2.3190 0.8359
H 1.4424 -2.8586 1.8562
P 1.5926 -1.1718 -1.3605
P -2.2224 -0.0214 -1.7806
N 2.8559 -0.0431 -1.8989
N 2.1602 -2.4271 -2.6426
N -2.0433 1.2279 -3.0303
N -3.5962 -0.8067 -2.7761
C 0.3520 -0.3670 -2.4394
C -0.9473 -1.1569 -2.4284
C 4.1277 -0.0749 -1.3123
C 5.0397 0.5106 -2.1778
C 4.3067 0.9608 -3.3269
C 2.9811 0.6009 -3.1380
C 2.7554 -3.6236 -2.2748
C 3.1556 -4.3219 -3.4102
C 2.8522 -3.4936 -4.5353
C 2.3089 -2.3101 -4.0289
C -2.6444 2.5116 -2.9850
C -2.3933 3.1560 -4.1904
C -1.6214 2.2577 -4.9955
C -1.4282 1.0949 -4.2807
C -4.4467 -0.2870 -3.7604
C -5.0577 -1.3367 -4.4347
C -4.5622 -2.5457 -3.8667
C -3.6898 -2.1969 -2.8521
H 0.6821 -0.2604 -3.4791
H 0.2779 0.6585 -2.0223
H -1.1902 -1.4375 -3.4611
H -0.9184 -2.0848 -1.8266
H 4.2612 -0.4844 -0.3166
H 6.1117 0.6192 -2.0215
H 4.6858 1.4990 -4.1891
H 2.1394 0.8113 -3.7979
H 2.8829 -3.8671 -1.2361
H 3.6098 -5.3043 -3.4282
H 3.0319 -3.7338 -5.5774
H 2.0974 -1.4009 -4.5770
H -3.2000 2.8710 -2.1260
H -2.7126 4.1588 -4.4356
H -1.2161 2.4132 -5.9844
H -0.9983 0.1505 -4.6020
H -4.5397 0.7771 -3.9355
H -5.7643 -1.2432 -5.2513
H -4.8129 -3.5543 -4.1718
H -3.0927 -2.8198 -2.1989
C 1.1633 -1.7093 5.4551
C -0.2615 -1.3892 5.0129
C -1.1825 -2.1874 5.8940
O -0.3794 -1.7089 3.6068
B -0.0184 -0.5021 2.9391
O -0.1837 0.6133 3.7966
C -0.5504 0.1498 5.1066
C -2.0049 0.4527 5.4452
C 0.2599 0.9444 6.1136
H 1.3033 -2.7963 5.4015
H 1.3117 -1.4193 6.5027
H 1.9107 -1.2065 4.8262
H -0.8295 -3.2060 6.0026
H -1.1736 -1.8123 6.9189
H -2.2078 -2.1691 5.5366
H -2.2635 -0.0213 6.3973
H -2.1700 1.5263 5.6101
H -2.7151 0.0594 4.7178
H 1.3278 0.7485 6.0069
H 0.0650 2.0236 6.0303
H -0.0207 0.6766 7.1378

> Among the records above, which one has the highest charge?

C33H47BN4O2P2Tc

> The highest charge belongs to which entry?

C33H47BN4O2P2Tc

> The highest charge belongs to which entry?

C33H47BN4O2P2Tc